[1]
The following is a DFT calculation (ωB97M-V/def2-TZVPD) of a structure of composition C43H110F3O15Zn in a non-equilibrium geometry.

Properties
largest force on an atom	4.3	eV Å⁻¹
gap between HOMO and LUMO	4.0	eV
E_HOMO	-11.3	eV
ΔE to the lowest compared entry with this formula, charge and spin	6.507	eV
E_tot	-133646.9784	eV
LUMO level	-7.34	eV

ORCA input file:
```
! RIJCOSX wB97M-V def2-TZVPD def2/J DEFGRID3
* xyz 1 1
Zn 4.36035 -1.02804 -1.23305
C 1.60739 -1.00645 0.60093
O 1.26400 -0.30791 -0.57627
O 2.99067 -1.34758 0.33961
C 1.10610 -0.17854 1.89389
F -0.24597 -0.28850 2.09414
F 1.53047 -0.77936 3.01304
F 1.42049 1.12368 1.89364
C -0.12956 -0.26258 -0.95897
C -0.30109 0.22871 -2.36213
H 0.40852 -0.23109 -3.04999
H -1.24399 -0.08421 -2.81059
H -0.29996 1.31434 -2.45968
H -0.75207 0.25682 -0.23042
H -0.57892 -1.25494 -0.99641
H 1.12624 -1.98432 0.62023
C 0.95607 -0.53346 -8.03147
C 1.00872 -0.63959 -6.48815
C 1.53958 0.64468 -5.88168
O -0.33817 -0.81732 -6.05297
H 0.85640 -1.48133 -8.56036
H 1.77864 0.03674 -8.46314
H 0.18483 0.16782 -8.35007
H 1.57647 -1.51631 -6.17652
H 1.48950 0.44150 -4.81196
H 0.87277 1.47470 -6.11521
H 2.54161 0.89386 -6.23092
H -0.51301 -1.75555 -5.94923
C 5.14174 -1.75244 3.06547
C 4.85087 -3.22802 2.74911
C 3.57009 -3.65782 3.41948
O 4.62003 -3.50000 1.38356
H 4.28752 -1.09179 2.91737
H 6.02516 -1.45057 2.50284
H 5.36589 -1.67353 4.12925
H 5.70955 -3.86296 2.96736
H 3.22497 -4.64649 3.11694
H 2.85081 -2.94008 3.02502
H 3.65037 -3.59014 4.50440
H 3.85983 -2.94272 1.20155
C -0.21097 -3.61647 4.03227
C -1.59143 -3.08262 3.67976
C -1.97248 -3.14281 2.21591
O -2.54427 -3.96179 4.25988
H -0.06217 -4.62453 3.64527
H 0.00449 -3.61824 5.10076
H 0.57091 -2.99161 3.60060
H -1.66382 -2.08218 4.10634
H -3.01718 -2.84020 2.14413
H -1.88592 -4.19086 1.92921
H -1.26961 -2.63266 1.55726
H -3.39325 -3.59334 4.00476
C -0.86289 3.48022 -0.19526
C -0.91325 3.53577 1.32661
C 0.08937 4.51806 1.84897
O -2.17847 4.13658 1.65063
H -1.78170 3.11454 -0.65371
H -0.13596 2.77782 -0.60308
H -0.79448 4.48804 -0.60476
H -0.79215 2.56755 1.81242
H 0.15611 4.38031 2.92817
H -0.13118 5.54923 1.57303
H 1.08906 4.26806 1.49372
H -2.79790 3.55503 1.20376
C 0.51432 0.10076 6.53001
C 1.34257 -1.00092 7.17326
C 2.51454 -1.48136 6.33606
O 1.79972 -0.47192 8.35548
H -0.25843 0.45745 7.21098
H 0.01295 -0.20320 5.61114
H 1.23078 0.90195 6.34872
H 0.58887 -1.75766 7.39088
H 3.15378 -2.20300 6.84470
H 3.09740 -0.65201 5.93537
H 2.19400 -1.96866 5.41524
H 1.13456 0.09590 8.75140
C -4.13612 0.87954 -1.50204
C -4.61626 0.74099 -0.01356
C -4.17782 -0.57343 0.65512
O -4.10095 1.79644 0.77366
H -4.56162 1.78894 -1.92636
H -4.42503 0.00634 -2.08698
H -3.05468 0.97219 -1.60213
H -5.69324 0.90527 -0.04844
H -4.54003 -0.51555 1.68154
H -3.09221 -0.54044 0.74718
H -4.54502 -1.52918 0.28121
H -4.38925 1.57188 1.66138
C -4.27056 1.92288 -7.26709
C -2.98271 1.29008 -6.68514
C -3.24404 0.66532 -5.33753
O -2.55285 0.25223 -7.53748
H -4.54997 2.66594 -6.52017
H -5.00958 1.14097 -7.44196
H -4.03635 2.44773 -8.19325
H -2.16835 2.00688 -6.57972
H -2.33850 0.32279 -4.83678
H -3.88345 -0.19781 -5.52259
H -3.73398 1.31579 -4.61299
H -1.81516 -0.21879 -7.14306
C 4.99096 2.31889 2.99692
C 4.11557 3.32119 3.66253
C 3.12128 2.69224 4.71663
O 4.89457 4.35954 4.27914
H 4.38608 1.75657 2.28557
H 5.40003 1.53486 3.63414
H 5.82369 2.77002 2.45735
H 3.52382 3.87806 2.93602
H 2.65321 3.48335 5.30242
H 3.65396 2.16255 5.50645
H 2.35450 2.05023 4.28309
H 5.40300 4.80424 3.59698
C 2.94615 2.77928 -3.12535
C 3.62050 2.11933 -1.91994
C 3.23164 2.69376 -0.55335
O 3.32820 0.70239 -1.91078
H 3.37026 3.76135 -3.33456
H 1.86671 2.92931 -3.10552
H 3.18775 2.32622 -4.08685
H 4.70192 2.21539 -2.01689
H 2.25904 2.29701 -0.26226
H 3.25644 3.78286 -0.59015
H 3.93701 2.31195 0.18474
H 2.41886 0.65375 -1.60693
C -0.26939 3.87400 -4.89392
C -1.60687 4.64352 -4.91527
C -2.18411 4.94415 -3.56069
O -1.44126 5.90628 -5.59470
H -0.37982 2.90287 -4.41142
H 0.47070 4.43542 -4.32368
H 0.10414 3.69137 -5.90150
H -2.32052 4.10496 -5.53879
H -3.13329 5.47219 -3.65203
H -1.56018 5.67056 -3.03997
H -2.38605 4.04372 -2.98056
H -2.32087 6.28951 -5.62661
C 1.57524 -6.45022 -1.07787
C 1.99121 -5.26126 -0.24951
C 1.03878 -4.95064 0.92670
O 3.25413 -5.55855 0.32462
H 1.44091 -7.27322 -0.37591
H 2.33448 -6.65631 -1.83230
H 0.64903 -6.26306 -1.62119
H 2.10688 -4.34898 -0.83471
H 0.00449 -4.69578 0.69567
H 1.43182 -4.14485 1.54664
H 1.04693 -5.81051 1.59651
H 3.09990 -6.28475 0.93327
C -0.50262 -3.51495 -2.69145
C -1.90497 -4.06860 -2.52465
C -2.63955 -3.35670 -1.44758
O -2.67502 -3.92404 -3.72809
H 0.11913 -3.98511 -3.45333
H 0.06237 -3.79102 -1.80113
H -0.49306 -2.43719 -2.85399
H -1.80931 -5.12280 -2.26467
H -3.67628 -3.67173 -1.56616
H -2.68536 -2.27191 -1.54361
H -2.25282 -3.68264 -0.48202
H -3.46657 -4.46095 -3.64582
C -4.23425 1.90179 5.63900
C -4.00770 1.77614 4.16971
C -2.72837 0.89618 3.88495
O -5.20974 1.33806 3.49098
H -5.00693 2.63478 5.87092
H -3.42528 2.37108 6.19885
H -4.51356 0.95843 6.10818
H -3.86275 2.80111 3.82836
H -2.86618 -0.14035 4.19268
H -1.94832 1.23278 4.56783
H -2.44926 0.90786 2.83135
H -5.90612 1.94757 3.74623
*
```

[2]
The following is a DFT calculation (ωB97M-V/def2-TZVPD) of a structure of composition C43H112CuN5O16 in a non-equilibrium geometry.

Properties
largest force on an atom	3.0	eV Å⁻¹
gap between HOMO and LUMO	2.8	eV
E_HOMO	-9.8	eV
E_tot	-131234.2395	eV
<S²>	0.75
LUMO level	-6.98	eV

ORCA input file:
```
! RIJCOSX wB97M-V def2-TZVPD def2/J DEFGRID3
* xyz 1 2
Cu 2.46180 -5.46131 -3.53748
C -0.56339 -1.13836 1.46738
C -1.27179 -2.00493 0.37977
C -2.54990 -1.24785 -0.04821
O -0.50815 -2.31950 -0.78392
H -0.33312 -0.16565 1.03273
H 0.39394 -1.58322 1.73889
H -1.12432 -0.82938 2.34942
H -1.60974 -2.91788 0.87009
H -3.18051 -1.91736 -0.63318
H -2.33839 -0.32036 -0.58029
H -3.11910 -1.06041 0.86227
C 5.55019 -7.55252 3.00756
O 6.88393 -7.92290 2.65126
C 7.83616 -7.65718 3.62960
C 9.20200 -8.04864 3.08376
N 9.49888 -7.67651 1.68519
C 10.88560 -8.11076 1.32302
C 11.97832 -7.21734 2.00897
O 11.55598 -5.93712 1.53101
C 12.46690 -4.89443 1.77685
H 5.50545 -6.52557 3.37011
H 5.15921 -8.24030 3.75735
H 4.91945 -7.63957 2.12287
H 7.59606 -8.21426 4.53520
H 7.72613 -6.62620 3.96586
H 9.38638 -9.12059 3.15448
H 9.93500 -7.62634 3.77113
H 9.60416 -6.67726 1.78774
H 11.17923 -8.16875 0.27492
H 10.99953 -9.14029 1.66245
H 12.96956 -7.53717 1.68762
H 11.95500 -7.34420 3.09131
H 12.03678 -3.90769 1.60521
H 13.30983 -4.96122 1.08901
H 12.86447 -4.85179 2.79086
C -13.61180 -4.63113 5.21401
O -12.20471 -4.69457 5.05638
C -11.67078 -3.57046 4.45609
C -10.33190 -3.92650 3.83892
N -10.48175 -4.68855 2.58598
C -9.10180 -4.87358 2.03655
C -9.08359 -5.70362 0.74312
O -9.35779 -7.04116 1.07794
C -9.36131 -7.83557 -0.08460
H -13.96683 -3.77128 5.78208
H -13.93082 -5.47186 5.83004
H -14.06870 -4.65538 4.22469
H -11.48996 -2.88157 5.28121
H -12.30286 -3.09624 3.70530
H -9.75246 -4.42515 4.61590
H -9.74024 -3.01616 3.74241
H -10.99861 -5.53525 2.77586
H -8.48541 -5.30061 2.82763
H -8.62088 -3.92481 1.79854
H -8.08497 -5.60471 0.31760
H -9.80582 -5.32565 0.01951
H -10.08263 -7.45986 -0.81030
H -9.59449 -8.83495 0.28277
H -8.41644 -7.81703 -0.62772
C 4.58277 -0.80313 -10.17281
O 4.24097 -1.59764 -9.08067
C 4.85716 -2.87534 -9.08396
C 4.44959 -3.70427 -7.86139
N 3.01830 -3.66280 -7.48140
C 2.19557 -4.20461 -8.54657
C 0.74078 -4.20309 -8.07800
O 0.73473 -4.92224 -6.86633
C -0.61014 -5.17946 -6.37834
H 4.22144 -1.18045 -11.12946
H 5.66268 -0.72043 -10.29551
H 4.33492 0.25495 -10.08840
H 5.93937 -2.78139 -9.17390
H 4.49055 -3.39259 -9.97061
H 5.03293 -3.44776 -6.97707
H 4.68566 -4.74987 -8.05911
H 2.79984 -2.67675 -7.48965
H 2.50148 -5.22473 -8.77867
H 2.26434 -3.70176 -9.51119
H 0.05366 -4.72285 -8.74568
H 0.33545 -3.20127 -7.93599
H -1.23219 -5.82455 -6.99884
H -1.18003 -4.27361 -6.17156
H -0.59102 -5.65719 -5.39879
C -3.70888 6.47430 4.21721
O -4.26061 7.62300 4.93433
C -3.53188 8.84282 4.98014
C -3.64541 9.73152 3.74392
N -2.64186 10.77517 3.86617
C -2.63344 11.57206 2.63180
C -1.50341 12.64726 2.72336
O -0.31719 11.98833 2.25652
C 0.78932 12.83482 2.35047
H -2.65460 6.34403 4.46140
H -3.79124 6.42658 3.13137
H -4.19101 5.57625 4.60341
H -2.48833 8.54197 5.07284
H -3.74404 9.39916 5.89315
H -4.65748 10.13145 3.68170
H -3.50246 9.11421 2.85701
H -2.88711 11.39675 4.62353
H -3.58517 12.04532 2.39029
H -2.47314 10.87993 1.80514
H -1.38956 12.96012 3.76127
H -1.72731 13.50135 2.08423
H 0.64627 13.84323 1.96222
H 1.62559 12.40664 1.79783
H 1.11221 12.93586 3.38663
C 4.70339 10.69881 -3.93703
O 4.67135 10.05438 -2.63003
C 4.15603 8.72969 -2.85861
C 4.20276 7.92978 -1.57416
N 2.92330 8.19849 -0.90784
C 3.06315 7.79131 0.49427
C 3.16856 6.30949 0.82678
O 4.56990 5.98848 0.95768
C 4.86150 4.67098 1.36414
H 5.50694 10.30855 -4.56162
H 4.86124 11.76344 -3.76458
H 3.79571 10.52220 -4.51411
H 4.89829 8.26307 -3.50622
H 3.20521 8.72612 -3.39156
H 5.13188 8.18957 -1.06686
H 4.18101 6.84144 -1.63024
H 2.90529 9.20321 -0.80627
H 2.07880 8.04746 0.88610
H 3.66825 8.50082 1.05867
H 2.77374 5.77613 -0.03794
H 2.66743 5.98366 1.73826
H 4.49212 3.94337 0.64148
H 4.38994 4.33799 2.28872
H 5.95052 4.63599 1.39417
C -4.54723 4.91105 -2.48514
C -3.09609 5.11993 -2.08517
O -2.87744 6.53195 -2.19982
H -4.86895 3.87702 -2.60907
H -4.81320 5.42921 -3.40649
H -5.27596 5.34256 -1.79896
H -2.50015 4.52624 -2.77834
H -2.93662 4.78112 -1.06151
H -2.01521 6.81065 -1.88283
C 3.41278 3.04987 -5.44213
C 3.14899 1.86322 -4.55707
O 1.89241 1.32886 -4.90070
H 2.68182 3.85122 -5.33430
H 3.49772 2.80517 -6.50091
H 4.40453 3.42230 -5.18557
H 3.20858 2.13310 -3.50269
H 3.94487 1.14794 -4.76452
H 1.66626 0.68130 -4.22905
C -7.57526 -1.20883 -6.65642
C -6.38448 -1.01355 -7.64882
O -6.30370 -2.11938 -8.49279
H -8.51418 -1.47545 -7.14164
H -7.76903 -0.32847 -6.04362
H -7.32225 -1.95139 -5.89965
H -5.45087 -0.88268 -7.10168
H -6.55055 -0.07919 -8.18500
H -5.58289 -1.92349 -9.09583
C -2.97504 -5.97418 6.13149
C -2.67424 -6.90602 7.27713
O -3.57840 -7.94205 7.31314
H -2.69056 -6.50147 5.22092
H -2.33188 -5.09978 6.23082
H -4.01724 -5.66124 6.19460
H -2.57829 -6.40584 8.24083
H -1.68677 -7.33729 7.11279
H -3.87296 -8.18605 6.43263
C 2.49544 -2.51909 8.94450
C 2.70296 -3.91013 9.52857
O 4.03192 -4.12294 9.86169
H 2.86954 -2.50157 7.92086
H 2.96156 -1.72350 9.52577
H 1.42283 -2.32541 8.93466
H 2.46646 -4.75299 8.87915
H 2.04873 -4.07792 10.38409
H 4.02288 -4.98664 10.28067
*
```

[3]
The following is a DFT calculation (ωB97M-V/def2-TZVPD) of a structure of composition C43H30Cl2FeN5O3S in a non-equilibrium geometry.

Properties
largest force on an atom	1.8	eV Å⁻¹
gap between HOMO and LUMO (alpha / beta)	6.6 / 6.7	eV
E_HOMO (alpha / beta)	-6.9 / -6.9	eV
ΔE to the lowest compared entry with this formula, charge and spin	1.149	eV
E_tot	-128940.4338	eV
<S²>	1.02
LUMO level (alpha / beta)	-0.26 / -0.22	eV

ORCA input file:
```
! RIJCOSX wB97M-V def2-TZVPD def2/J DEFGRID3
* xyz 0 2
Fe -0.52143 0.11952 -0.03858
C 13.56890 -0.28376 -1.04574
O 12.80800 -0.22295 0.14656
C 11.45694 -0.18259 0.03036
C 10.77011 -0.19036 -1.17940
C 9.38428 -0.14541 -1.18054
C 8.66501 -0.09256 0.00587
C 9.36863 -0.08501 1.21183
C 10.74584 -0.12928 1.22962
C 7.20190 -0.04662 -0.05145
N 6.49050 -0.03277 -1.15338
C 5.18454 0.01436 -0.73635
C 5.10558 0.02906 0.63244
N 6.40950 -0.01111 1.06656
C 3.87276 0.08300 1.35409
C 3.74795 0.08214 2.74694
C 2.49524 0.13846 3.30162
C 1.37456 0.20060 2.46749
N 1.47061 0.20480 1.14350
C 2.69644 0.13706 0.58636
C 2.76165 0.10936 -0.87474
N 1.58708 0.13982 -1.52559
C 1.60765 0.11853 -2.84398
C 2.78889 0.05563 -3.59120
C 3.99322 0.01926 -2.93639
C 3.99634 0.04776 -1.53722
H 14.60991 -0.31413 -0.73694
H 13.40072 0.59925 -1.66758
H 13.33419 -1.18421 -1.61907
H 11.29772 -0.23100 -2.12023
H 8.84170 -0.15081 -2.11558
H 8.84934 -0.04282 2.16116
H 11.29600 -0.12350 2.15983
H 6.72825 -0.01102 2.01808
H 4.62817 0.03670 3.37663
H 2.35182 0.13355 4.37232
H 0.37792 0.24380 2.88867
H 0.65034 0.16327 -3.34320
H 2.73475 0.04052 -4.67061
H 4.93527 -0.02911 -3.46533
Cl -0.88860 2.06695 1.46154
C -2.57924 2.13743 1.87793
C -2.95976 3.03844 2.85179
C -4.30252 3.14343 3.17478
C -5.22706 2.34678 2.51550
C -4.80558 1.45157 1.55048
Cl -5.99864 0.46360 0.76329
C -3.45469 1.30027 1.19806
S -2.95537 0.11642 0.02953
H -2.21139 3.63604 3.35224
H -4.62575 3.83936 3.93560
H -6.28055 2.40824 2.74804
C -1.31204 3.34795 -2.80656
C -1.94666 2.65230 -3.82736
C -2.06585 1.27464 -3.73689
C -1.57097 0.61443 -2.61641
C -0.97967 1.30881 -1.55346
C -0.83753 2.68334 -1.68306
C -1.56485 -0.85211 -2.48424
C -2.16104 -1.71754 -3.43574
C -2.06724 -3.05998 -3.26628
C -1.32503 -3.58476 -2.18020
C -1.15760 -4.97584 -1.98672
C -0.37697 -5.44026 -0.96893
C 0.28258 -4.52640 -0.12050
C 0.12274 -3.17867 -0.27296
C -0.71918 -2.67694 -1.29243
N -0.89980 -1.32222 -1.43643
H -1.19702 4.42220 -2.88141
H -2.33737 3.17661 -4.68887
H -2.53615 0.73042 -4.54429
H -0.35286 3.26016 -0.90575
H -2.69087 -1.30163 -4.27779
H -2.52545 -3.74096 -3.97316
H -1.64937 -5.65855 -2.66779
H -0.24991 -6.50389 -0.81837
H 0.92014 -4.89974 0.67026
H 0.61666 -2.48213 0.38464
C -1.97634 -2.64607 2.95205
C -1.45061 -1.28176 2.54339
O -1.55518 -0.32922 3.31754
O -0.88102 -1.24600 1.39414
H -2.86735 -2.52871 3.56495
H -1.21583 -3.14539 3.55663
H -2.18784 -3.26341 2.08128
*
```

The lowest E_tot belongs to which entry? C43H110F3O15Zn